# C3H7N3O

C3H7N3O in the gas phase at a distorted geometry (the ωB97M-V functional and the def2-TZVPD basis, the Open Molecules 2025 dataset).

The HOMO energy (spin up / spin down) comes out at -8.88 / -8.98 eV. The LUMO energy (spin up / spin down) comes out at -0.039 / -0.357 eV. The value obtained for the total energy is -9735.9994 eV.

Geometry as XYZ:
```
14
Properties=species:S:1:pos:R:3:nbo_charge:R:1
C -1.69278 -1.22874 0.28684 -0.478
N -1.35754 -0.03278 -0.42192 -0.215
C -0.27518 0.63835 0.11893 0.077
C 1.58495 -0.66452 -0.70182 -0.090
O 1.09929 2.36872 0.47071 -0.529
N -0.06807 2.01557 -0.14044 -0.022
N 0.59723 0.04890 -1.06592 -0.339
H 1.37148 3.17916 0.01496 0.491
H 0.04849 0.34066 1.13020 0.156
H -0.81024 -1.81945 0.59450 0.186
H -2.32921 -1.86096 -0.33179 0.214
H -2.22035 -0.99721 1.22784 0.214
H 1.81104 -0.97987 0.31573 0.154
H 2.24090 -1.00784 -1.49782 0.180
```

***

# C3H7N3O

A 2-piece molecular cluster, C3H7N3O overall (the ωB97M-V functional and the def2-TZVPD basis, the Open Molecules 2025 dataset).

The HOMO energy comes out at -9.39 eV. The LUMO energy comes out at 0.760 eV. The value obtained for the total energy is -9742.3555 eV. The SMILES is [H]/N=C/NC.N=C=O.

Geometry as XYZ:
```
14
Properties=species:S:1:pos:R:3:nbo_charge:R:1
H 1.60236 -0.96273 -2.17152 0.359
N 1.02524 -1.00977 -1.33878 -0.779
C 1.14533 0.05370 -0.63071 0.311
N 0.47522 0.22048 0.53199 -0.601
C 0.53255 1.40363 1.35824 -0.404
H 1.77991 0.90548 -0.90379 0.155
H -0.07054 -0.57091 0.84575 0.406
H 0.95949 2.22262 0.77474 0.204
H 1.14806 1.25778 2.25328 0.193
H -0.47220 1.70235 1.66988 0.210
N -1.61663 -1.91691 -0.73600 -0.798
C -2.47683 -1.12002 -0.45646 0.839
O -3.38315 -0.43614 -0.14914 -0.543
H -0.64881 -1.74957 -1.04750 0.447
```

***

M readings, ordered: 101.1; 101.1 g/mol